# 1
DFT (wB97M-V/def2-TZVPD) results for a structure of composition C9H8N2O in a non-equilibrium geometry.

XYZ file:
```
20
C9H8N2O, DFT wB97M-V/def2-TZVPD
C -2.10 -0.56 -0.03
C -2.38 0.77 0.23
C -1.42 1.74 0.11
C -0.14 1.34 -0.21
C 0.25 0.06 -0.30
C -0.78 -0.89 -0.33
C 1.64 -0.12 -0.23
C 2.63 0.82 -0.12
C 3.61 -0.91 0.25
H -3.45 -1.54 0.92
H -2.75 -2.33 -0.37
H -3.33 0.94 0.83
H -1.57 2.82 0.35
H 0.56 2.11 -0.65
H -0.51 -1.90 -0.39
H 2.59 1.89 -0.48
H 4.15 -1.82 0.31
N -3.20 -1.47 -0.06
N 3.89 0.32 0.15
O 2.32 -1.26 0.04
```

- frontier orbital gap (eV) = 8.6
- LUMO level (eV) = 0.462

***

# 2
DFT (wB97M-V/def2-TZVPD) results for the ion C5H12NO with charge +1 in a non-equilibrium geometry.

XYZ file:
```
19
C5H12NO, DFT wB97M-V/def2-TZVPD
C -1.77 0.88 -1.98
C -0.56 1.31 -1.66
C -0.04 1.28 -0.25
C 0.62 -0.09 0.02
N 1.64 0.08 1.15
C -0.40 -1.15 0.51
O 0.23 -1.87 1.56
H -2.45 0.70 -1.15
H -2.18 0.75 -2.97
H 0.14 1.59 -2.43
H 0.66 2.09 -0.06
H -0.78 1.41 0.55
H 1.13 -0.51 -0.84
H 1.82 -0.81 1.63
H 2.44 0.59 0.80
H 1.17 0.70 1.82
H -0.53 -1.83 -0.33
H -1.33 -0.70 0.85
H -0.23 -2.70 1.70
```

- net charge = +1
- frontier orbital gap (eV) = 10.3
- LUMO level (eV) = -3.340
- SMILES string = C=CC[C@@H]([NH3+])CO

***

# 3
DFT (wB97M-V/def2-TZVPD) results for an isolated molecule of C2H4ClN in a non-equilibrium geometry.

XYZ file:
```
8
C2H4ClN, DFT wB97M-V/def2-TZVPD
H -2.10 -1.19 -0.19
N -1.30 -0.62 -0.47
C -0.44 -0.33 0.38
C 0.66 0.56 -0.25
Cl 2.26 -0.21 0.05
H -0.12 -0.50 1.36
H 0.46 0.86 -1.26
H 0.59 1.43 0.38
```

- frontier orbital gap (eV) = 11.1
- LUMO level (eV) = 1.051
- SMILES string = [H]/N=C/CCl

***

# 4
DFT (wB97M-V/def2-TZVPD) results for an isolated molecule of C5H5N3 in a non-equilibrium geometry.

XYZ file:
```
13
C5H5N3, DFT wB97M-V/def2-TZVPD
N -1.70 -1.90 -0.48
C -1.78 -0.58 -0.52
C -1.26 0.65 -0.02
C 0.35 0.54 0.31
C 0.82 -0.70 0.96
N 1.58 -1.41 0.09
N 1.65 -0.78 -1.03
C 1.12 0.48 -1.03
H -1.42 1.61 -0.67
H -1.49 0.82 0.98
H 0.66 1.23 1.19
H 0.61 -1.04 1.95
H 0.86 1.09 -1.74
```

- frontier orbital gap (eV) = 8.8
- LUMO level (eV) = -0.781
- SMILES string = N#CCC1C=NN=C1

***

# 5
DFT (wB97M-V/def2-TZVPD) results for a cluster of 7 separate species, C14H42O14 in total in a non-equilibrium geometry.

XYZ file:
```
70
C14H42O14, DFT wB97M-V/def2-TZVPD
O 0.16 3.99 -0.07
C 1.26 4.57 0.67
C 1.98 5.59 -0.20
O 2.93 6.23 0.65
H 0.19 3.06 0.17
H 0.99 4.89 1.68
H 1.92 3.72 0.87
H 1.32 6.30 -0.70
H 2.50 5.10 -1.03
H 3.40 6.90 0.14
O -0.40 1.31 -2.25
C 0.33 1.89 -3.35
C 1.58 2.62 -2.90
O 2.52 1.64 -2.40
H -0.93 2.04 -1.93
H 0.41 1.12 -4.12
H -0.32 2.72 -3.67
H 1.41 3.35 -2.10
H 2.03 3.13 -3.76
H 1.97 1.07 -1.84
O 4.68 -2.17 -4.95
C 4.25 -1.02 -4.23
C 4.52 -1.22 -2.75
O 3.97 -0.19 -1.92
H 5.61 -2.28 -4.75
H 4.78 -0.14 -4.60
H 3.19 -0.79 -4.36
H 5.57 -1.30 -2.45
H 4.11 -2.17 -2.37
H 3.03 -0.12 -2.13
O -3.65 0.61 0.78
C -3.71 0.03 -0.53
C -2.45 -0.78 -0.80
O -2.58 -2.10 -0.33
H -3.40 -0.13 1.35
H -4.60 -0.59 -0.71
H -3.84 0.86 -1.23
H -1.58 -0.27 -0.36
H -2.29 -0.80 -1.89
H -1.68 -2.46 -0.27
O -1.05 -4.21 0.50
C -2.07 -5.01 1.05
C -2.02 -5.12 2.55
O -2.57 -3.99 3.22
H -0.28 -4.23 1.07
H -3.08 -4.70 0.76
H -1.95 -6.03 0.65
H -1.02 -5.37 2.93
H -2.60 -5.99 2.88
H -1.90 -3.29 3.09
O -3.72 -1.09 3.06
C -2.80 -0.12 3.50
C -1.84 -0.68 4.56
O -1.08 -1.78 4.04
H -3.26 -1.94 2.94
H -2.24 0.29 2.66
H -3.31 0.70 4.01
H -2.40 -0.86 5.48
H -1.09 0.08 4.81
H -0.65 -2.26 4.76
O -0.20 -1.12 1.31
C 0.23 0.26 1.33
C 0.17 0.77 -0.09
O 0.62 -0.08 -1.13
H -0.48 -1.34 2.22
H -0.12 0.89 2.14
H 1.30 0.18 1.62
H 0.71 1.72 -0.16
H -0.88 1.02 -0.33
H 0.38 -0.96 -0.79
```

- frontier orbital gap (eV) = 9.4
- LUMO level (eV) = 0.023
- SMILES string = OCCO.OCCO.OCCO.OCCO.OCCO.OCCO.OCCO

***

# 6
DFT (wB97M-V/def2-TZVPD) results for a structure of composition C27H49BN6O3OsSSi in a non-equilibrium geometry.

XYZ file:
```
89
C27H49BN6O3OsSSi, DFT wB97M-V/def2-TZVPD
Os -0.53 -0.58 -1.17
C -3.64 -2.64 -1.39
C -2.87 -2.25 -2.64
C -2.97 -2.78 -3.89
C -1.99 -2.21 -4.67
C -1.82 -2.42 -6.10
N -1.37 -1.25 -3.96
N -1.91 -1.30 -2.68
B -0.02 -0.63 -4.21
N 1.07 -1.45 -3.48
N 1.00 -1.47 -2.15
C 2.03 -2.18 -1.66
C 2.25 -2.34 -0.21
C 2.75 -2.70 -2.76
C 2.08 -2.24 -3.86
C 2.45 -2.59 -5.26
N 0.07 0.79 -3.64
N -0.33 1.04 -2.33
C -0.17 2.43 -2.10
C -0.61 2.99 -0.80
C 0.41 2.91 -3.25
C 0.52 1.92 -4.22
C 1.15 2.03 -5.57
H -4.68 -2.85 -1.65
H -3.27 -3.67 -1.23
H -3.67 -2.05 -0.49
H -3.62 -3.63 -4.17
H -2.45 -3.24 -6.35
H -2.19 -1.62 -6.64
H -0.76 -2.60 -6.45
H 0.19 -0.61 -5.39
H 2.26 -1.42 0.30
H 1.40 -2.90 0.29
H 3.19 -2.86 0.04
H 3.64 -3.37 -2.79
H 1.82 -2.11 -6.03
H 3.44 -2.30 -5.44
H 2.38 -3.71 -5.34
H -0.45 4.09 -0.76
H -1.70 2.87 -0.79
H -0.14 2.50 0.06
H 0.77 3.96 -3.27
H 1.55 2.98 -5.65
H 2.07 1.40 -5.67
H 0.31 1.96 -6.34
C 0.78 -1.40 5.33
C -0.12 -1.55 4.17
C -1.44 -2.30 4.43
C 0.60 -2.23 3.02
O -0.47 -0.22 3.79
Si -0.34 0.60 2.39
S -1.48 -0.65 0.82
O -1.08 1.99 2.55
C -1.91 2.55 3.62
C -2.23 3.92 3.16
C -3.16 1.66 3.72
C -1.20 2.56 4.95
O 1.06 0.62 1.57
C 2.16 1.60 2.06
C 3.50 1.16 1.38
C 1.82 2.90 1.50
C 2.34 1.47 3.55
H 1.13 -2.32 5.74
H 0.31 -0.84 6.10
H 1.78 -1.03 5.04
H -1.21 -3.23 4.96
H -1.85 -2.59 3.44
H -2.15 -1.68 4.99
H 0.98 -3.21 3.37
H 1.46 -1.60 2.69
H -0.10 -2.38 2.21
H -3.12 3.76 2.49
H -1.51 4.51 2.66
H -2.53 4.55 3.95
H -3.63 1.55 2.76
H -3.92 2.13 4.35
H -2.87 0.67 4.13
H -0.21 2.99 4.84
H -1.06 1.56 5.30
H -1.77 3.09 5.76
H 3.34 1.12 0.31
H 3.89 0.23 1.68
H 4.23 1.92 1.50
H 1.83 2.82 0.40
H 2.59 3.66 1.68
H 0.79 3.28 1.67
H 2.63 0.47 3.80
H 1.43 1.76 4.17
H 3.10 2.22 3.80
```

- multiplicity = 5
- net charge = +2
- frontier orbital gap (alpha / beta) (eV) = 6.8 / 6.5
- LUMO level (alpha / beta) (eV) = -7.527 / -8.283

***

# 7
DFT (wB97M-V/def2-TZVPD) results for a structure of composition C5H3N in a non-equilibrium geometry.

XYZ file:
```
9
C5H3N, DFT wB97M-V/def2-TZVPD
C -0.77 0.81 0.34
C -1.59 1.59 0.93
C 0.12 -0.38 -1.06
C 0.68 0.31 0.12
C -1.29 -0.26 -0.77
N -0.58 -0.01 -2.07
H 1.45 1.05 -0.10
H 0.98 -0.33 0.95
H -2.15 -0.89 -0.66
```

- frontier orbital gap (alpha / beta) (eV) = 8.2 / 8.2
- LUMO level (alpha / beta) (eV) = -1.040 / -1.041

***

# 8
DFT (wB97M-V/def2-TZVPD) results for an isolated molecule of C6H11P in a non-equilibrium geometry.

XYZ file:
```
18
C6H11P, DFT wB97M-V/def2-TZVPD
C -1.36 -0.91 -0.52
C -1.63 1.45 0.78
C 0.11 -0.78 -0.41
C 0.64 0.49 0.15
C 0.74 -2.06 0.39
C 1.26 1.61 -0.61
P -2.56 -0.05 0.34
H -1.64 -1.76 -1.20
H -1.57 1.55 1.88
H -2.18 2.19 0.15
H 0.40 -0.92 -1.48
H 1.13 0.52 1.18
H 1.87 -2.00 0.29
H 0.21 -2.98 -0.13
H 0.55 -1.98 1.47
H 0.57 1.91 -1.34
H 2.17 1.37 -1.12
H 1.29 2.35 0.17
```

- frontier orbital gap (alpha / beta) (eV) = 8.5 / 8.0
- LUMO level (alpha / beta) (eV) = 0.421 / 0.102

***

Please write out number 7 again, unchanged.
DFT (wB97M-V/def2-TZVPD) results for a structure of composition C5H3N in a non-equilibrium geometry.

XYZ file:
```
9
C5H3N, DFT wB97M-V/def2-TZVPD
C -0.77 0.81 0.34
C -1.59 1.59 0.93
C 0.12 -0.38 -1.06
C 0.68 0.31 0.12
C -1.29 -0.26 -0.77
N -0.58 -0.01 -2.07
H 1.45 1.05 -0.10
H 0.98 -0.33 0.95
H -2.15 -0.89 -0.66
```

- frontier orbital gap (alpha / beta) (eV) = 8.2 / 8.2
- LUMO level (alpha / beta) (eV) = -1.040 / -1.041

***

What is the formula in the fourth record?
C5H5N3